No. 1
42
Properties=species:S:1:pos:R:3:nbo_charge:R:1 method="wB97M-V/def2-TZVPD" charge=-1 fmax_ev_per_a=0.483
C 0.81 2.46 2.29 -0.320
F -1.16 -2.86 -0.23 -0.324
N 2.46 3.38 4.11 -0.340
H -0.73 4.42 -1.51 0.503
H -0.45 -1.71 2.17 0.176
H 0.85 4.34 1.25 0.270
N -1.24 -2.77 -3.12 -1.240
H -0.82 1.39 -0.60 0.540
H 0.10 1.82 2.80 0.280
F -3.14 -3.29 -0.99 -0.314
C -0.20 -4.47 -4.72 0.713
S -0.67 -2.69 -4.60 2.252
O -3.05 -0.98 -2.91 -0.929
H 0.83 -0.91 4.12 0.460
C 1.71 1.70 1.29 -0.390
C -2.24 -2.32 -0.81 0.713
O -1.66 -2.50 -5.62 -0.931
H 2.00 -1.67 2.19 0.193
C 1.46 -0.84 1.72 -0.429
O -0.29 3.71 -1.03 -0.988
H 2.51 2.38 1.01 0.211
F 0.70 -4.81 -3.80 -0.318
H -0.51 0.02 1.84 0.193
F 0.33 -4.70 -5.93 -0.322
C 2.33 0.42 1.85 -0.401
C 1.72 2.96 3.34 0.300
F -2.75 -1.42 0.02 -0.321
C -0.66 4.44 2.67 0.277
H 2.64 0.58 2.88 0.206
H 1.18 1.46 0.38 0.226
H 3.25 0.22 1.29 0.215
C 0.08 3.68 1.66 -0.650
O 0.57 -1.98 -4.73 -0.935
P -1.21 3.35 0.28 1.380
C 0.07 -0.76 2.33 -0.078
O 0.10 -0.43 3.72 -0.733
S -1.80 -1.49 -2.40 2.258
F -1.27 -5.27 -4.59 -0.317
N -1.23 5.04 3.46 -0.321
H 1.35 -1.12 0.67 0.230
O -1.16 1.73 0.25 -1.016
O -0.81 -0.51 -2.02 -0.979

---

No. 2
18
Properties=species:S:1:pos:R:3:nbo_charge:R:1 method="wB97M-V/def2-TZVPD" de_lowest_kj_mol=485.82 smiles="C=C/C=C(/C)NC" charge=0 fmax_ev_per_a=5.567
C 0.10 -1.21 -1.91 -0.676
C 0.23 1.97 -0.75 -0.425
C 0.37 -0.67 1.49 -0.168
H 1.60 0.71 2.51 0.192
H -1.04 -2.17 0.64 0.202
H -0.54 -2.08 -2.15 0.236
H 1.14 -1.45 1.65 0.171
H -1.49 0.91 -0.11 0.384
H -0.38 2.75 -1.19 0.204
H 0.97 1.64 -1.51 0.193
H 0.68 2.11 0.24 0.212
H -0.15 0.96 2.86 0.200
N -0.68 0.78 -0.69 -0.593
H 1.17 -1.46 -2.02 0.215
H -0.08 -0.38 -2.60 0.222
C -0.64 -1.18 0.56 -0.300
C 0.60 0.43 2.27 -0.508
C -0.11 -0.53 -0.57 0.239

---

No. 3
18
Properties=species:S:1:pos:R:3:nbo_charge:R:1 method="wB97M-V/def2-TZVPD" de_lowest_kj_mol=175.63 charge=+1 fmax_ev_per_a=5.455
H -0.93 1.97 0.54 0.246
H -2.01 1.29 -0.76 0.272
C 0.25 0.01 -1.41 -0.455
F 4.75 -0.72 -0.58 -0.316
N -0.25 -0.03 -0.09 -0.230
H 0.47 0.31 1.94 0.243
H 0.06 -2.27 0.11 0.263
H -0.34 -0.65 -2.10 0.244
C 4.31 0.29 0.15 0.643
H -0.98 -1.41 1.46 0.256
H 0.42 0.97 -1.87 0.258
F 5.34 0.68 0.87 -0.305
C -0.14 -1.35 0.63 -0.199
H 1.75 0.03 0.74 0.262
C 0.73 -0.22 0.97 -0.225
C -1.36 0.95 0.10 -0.455
H 1.14 -0.69 -1.60 0.249
H -2.07 0.70 0.95 0.250

---

No. 4
16
Properties=species:S:1:pos:R:3:nbo_charge:R:1 method="wB97M-V/def2-TZVPD" de_lowest_kj_mol=396.62 smiles="CCCNC(=O)O" charge=0 fmax_ev_per_a=7.245
H 0.31 1.79 2.19 0.209
O 1.34 -0.59 -2.51 -0.810
H -2.17 -0.26 -0.49 0.212
C -0.81 1.01 0.55 -0.414
H -1.63 1.68 0.80 0.210
C -1.20 -0.38 -0.03 -0.217
H -0.76 0.37 2.47 0.211
H -1.09 -1.23 0.64 0.211
H 0.98 0.30 1.89 0.224
H -0.41 1.52 -0.34 0.212
H 2.17 -0.62 -3.00 0.477
O 2.22 -1.42 -0.61 -0.495
N -0.02 -0.85 -0.82 -0.712
C 1.37 -0.69 -0.98 0.895
H -0.31 -1.43 -1.59 0.415
C 0.01 0.80 1.83 -0.629

---

no.,gap between HOMO and LUMO (eV),E (a.u.),E_HOMO (eV)
1,9.244,-2816.84611,-6.89
2,7.521,-289.78664,-7.28
3,11.385,-450.58295,-14.62
4,9.255,-362.93447,-9.13